C8H9N3O | wB97M-V/def2-TZVPD

Geometry as XYZ:
```
21
Properties=species:S:1:pos:R:3:lowdin_charge:R:1
N -0.4459 -2.7698 1.3326 -0.08
C -0.9970 -2.6566 -0.2079 -0.18
C -0.6811 -1.1202 -0.5994 -0.22
C 0.7319 -1.0212 -1.0659 -0.07
C 1.3141 0.2208 -1.2281 -0.04
C 0.8750 1.3178 -0.4573 -0.26
N 1.0235 2.6206 -0.5334 0.17
C 0.1970 3.3089 0.3850 -0.44
O 0.1834 4.5278 0.6093 0.04
N -0.7814 2.3382 0.7130 0.15
C -0.3074 1.0590 0.2214 -0.18
C -1.0979 -0.1169 0.2032 -0.06
H -0.4378 -1.7180 1.9037 0.14
H 0.5803 -3.0825 1.1483 0.06
H -2.1036 -2.8353 -0.2665 0.08
H -0.4516 -3.5098 -0.9992 0.16
H 1.3342 -1.8896 -1.4097 0.11
H 2.4472 0.2501 -1.5667 0.14
H 1.9067 2.9628 -0.7468 0.14
H -1.3129 2.2665 1.6655 0.20
H -1.9768 -0.1527 0.8988 0.14
```

Output
* HOMO energy: -8.21 eV
* SMILES string: NCc1ccc2[nH]c(=O)[nH]c2c1
* 2S+1: 1
* DFT total energy: -549.65896 Ha
* net charge: 0
* strongest force on any atom: 6.1 eV/A
* ΔE to the lowest compared entry with this formula, charge and spin: 51.5 kcal/mol

---

C39H48Br2CaN2 | wB97M-V/def2-TZVPD

Geometry as XYZ:
```
92
Properties=species:S:1:pos:R:3:lowdin_charge:R:1
Ca 1.9115 1.0788 1.1400 1.32
C 0.9766 4.9757 0.0737 -0.08
C 0.3700 3.5886 -0.1198 -0.39
C 1.1308 2.7793 -1.1769 -0.07
C -1.1205 3.5978 -0.3963 -0.12
C -1.6820 4.7472 -0.9438 -0.05
C -3.0340 4.8391 -1.2133 -0.08
C -3.8497 3.7813 -0.8678 -0.04
C -3.3334 2.6158 -0.3127 -0.12
C -4.3226 1.5670 0.1596 -0.37
C -5.2048 2.1293 1.2795 -0.06
C -5.1936 1.0339 -0.9777 -0.05
C -1.9379 2.4731 -0.1315 -0.12
N -1.4340 1.2005 0.2525 -0.10
C -0.4235 1.0943 1.3520 -0.30
C -0.2384 -0.2805 1.9431 -0.27
C -0.8751 -0.5690 3.1608 -0.09
C -0.6951 -1.7432 3.8657 -0.11
C 0.1761 -2.6939 3.3474 -0.10
C 0.8607 -2.4461 2.1773 -0.04
C 0.7028 -1.2476 1.4408 -0.31
N 1.5140 -0.9572 0.3456 -0.13
C 2.2886 -1.9970 -0.2050 -0.20
C 3.6993 -1.9097 -0.1828 -0.15
C 4.4793 -2.9068 -0.7577 -0.05
C 3.8990 -4.0181 -1.3398 -0.08
C 2.5191 -4.1056 -1.3746 -0.04
C 1.7050 -3.1137 -0.8411 -0.14
C 0.2088 -3.2396 -1.0452 -0.36
C -0.1038 -3.1833 -2.5441 -0.05
C -0.3726 -4.5106 -0.4243 -0.04
C 4.3784 -0.6956 0.4084 -0.40
C 5.8077 -0.9391 0.8869 -0.08
C 4.3479 0.4610 -0.6029 -0.07
H 1.9155 4.9073 0.6229 0.01
H 0.3106 5.6193 0.6476 0.09
H 1.1868 5.4704 -0.8779 0.08
H 0.4519 3.0243 0.8174 0.06
H 1.0149 3.2104 -2.1723 0.10
H 0.7532 1.7511 -1.2267 0.07
H 2.2154 2.7672 -0.9756 0.04
H -1.0450 5.5928 -1.1688 0.10
H -3.4453 5.7357 -1.6591 0.10
H -4.9202 3.8603 -1.0144 0.11
H -3.7465 0.7478 0.5825 0.10
H -5.8493 2.9309 0.9121 0.07
H -4.5983 2.5322 2.0923 0.08
H -5.8466 1.3448 1.6860 0.08
H -5.8605 1.8141 -1.3538 0.07
H -5.8111 0.2033 -0.6305 0.08
H -4.5912 0.6768 -1.8119 0.07
H -0.8609 1.6936 2.1606 0.08
H -1.5767 0.1705 3.5343 0.11
H -1.2289 -1.9182 4.7905 0.09
H 0.3382 -3.6312 3.8668 0.10
H 1.5593 -3.1873 1.8096 0.11
H 5.5584 -2.8284 -0.7391 0.10
H 4.5137 -4.7978 -1.7705 0.10
H 2.0546 -4.9612 -1.8508 0.11
H -0.2747 -2.3899 -0.5682 0.09
H 0.4371 -3.9631 -3.0845 0.07
H 0.1886 -2.2200 -2.9688 0.09
H -1.1687 -3.3283 -2.7190 0.06
H 0.0212 -5.4065 -0.9107 0.07
H -1.4583 -4.5144 -0.5376 0.07
H -0.1445 -4.5712 0.6404 0.07
H 3.8061 -0.3851 1.2983 0.08
H 6.4891 -1.0723 0.0447 0.08
H 5.8645 -1.8303 1.5114 0.09
H 6.1681 -0.0879 1.4643 0.03
H 4.9260 0.1962 -1.4892 0.10
H 4.7697 1.3834 -0.1885 0.03
H 3.3338 0.6545 -0.9719 0.06
Br 5.1908 2.2989 2.8176 0.63
C 6.0071 3.4139 1.4678 -1.04
Br 4.7119 4.3493 0.4067 0.65
H 6.5752 2.7680 0.8097 0.00
H 6.6426 4.1290 1.9728 0.00
C -1.4364 0.2047 -0.8077 -0.12
C -2.4322 -0.9479 -0.7322 -0.21
C -2.8980 -1.4860 -1.9285 -0.09
C -3.7817 -2.5555 -1.9458 -0.10
C -4.2214 -3.1095 -0.7529 -0.10
C -3.7666 -2.5811 0.4475 -0.07
C -2.8812 -1.5128 0.4563 -0.04
H -1.6247 0.7103 -1.7605 0.13
H -0.4296 -0.2298 -0.8873 0.10
H -2.5677 -1.0523 -2.8671 0.12
H -4.1318 -2.9493 -2.8922 0.10
H -4.9146 -3.9411 -0.7576 0.10
H -4.1016 -3.0024 1.3874 0.10
H -2.5452 -1.1062 1.3982 0.10
```

Output
* HOMO energy: -5.78 eV
* 2S+1: 1
* DFT total energy: -7450.03553 Ha
* net charge: 0
* strongest force on any atom: 0.4 eV/A
* ΔE to the lowest compared entry with this formula, charge and spin: 0.0 kcal/mol

---

C29H41Cl3N2OPPt | wB97M-V/def2-TZVPD

Geometry as XYZ:
```
78
Properties=species:S:1:pos:R:3:lowdin_charge:R:1
Pt -1.4305 0.3742 -0.7774 0.90
Cl -1.9494 5.8695 -5.6551 0.87
C -1.4555 4.4961 -4.8003 -0.62
C -2.1256 4.1515 -3.6060 -0.07
C -1.7259 3.0530 -2.9009 -0.53
Cl -2.4890 2.6526 -1.4228 0.80
C -0.6355 2.2027 -3.3096 -0.43
O -0.2461 1.2170 -2.6422 -0.14
C 0.0208 2.6062 -4.5413 -0.54
Cl 1.3434 1.6706 -5.0578 0.85
C -0.3865 3.7131 -5.2499 -0.08
H -2.9376 4.7713 -3.2555 0.13
H 0.1273 3.9871 -6.1587 0.13
C 4.5850 1.8902 -0.5756 -0.18
C 4.0416 0.9737 -1.6653 -0.17
C 2.5540 0.6880 -1.4832 -0.22
C 2.2651 0.4940 0.0100 -0.38
C 2.3934 1.8478 0.7148 -0.19
C 3.4815 2.7159 0.0576 -0.18
P 0.5777 -0.2308 0.3385 1.05
C 0.6063 -2.0814 0.0426 -0.41
C 1.8709 -2.8706 0.4177 -0.17
C 2.6679 -3.3015 -0.8120 -0.18
C 1.8417 -4.2357 -1.6895 -0.17
C 0.3702 -3.8324 -1.7325 -0.18
C 0.2132 -2.3517 -1.4199 -0.24
C 0.1272 -0.1108 2.1441 -0.44
C -0.3698 1.2728 2.5850 -0.22
C -1.2770 1.0602 3.7969 -0.19
C -0.6765 0.0528 4.7840 -0.19
C 0.8157 -0.1407 4.5773 -0.17
C 1.1461 -0.6441 3.1573 -0.17
H 5.3558 2.5469 -0.9882 0.13
H 5.0998 1.3093 0.1991 0.12
H 4.6165 0.0456 -1.6999 0.12
H 4.1826 1.4418 -2.6435 0.12
H 2.2594 -0.1707 -2.0852 0.09
H 1.9621 1.5357 -1.8328 0.09
H 2.9985 -0.2146 0.4119 0.13
H 2.6397 1.7019 1.7675 0.11
H 1.4408 2.3804 0.6559 0.10
H 3.8920 3.4094 0.7889 0.12
H 3.0200 3.3217 -0.7270 0.12
H -0.2233 -2.4286 0.6734 0.11
H 1.5637 -3.7760 0.9463 0.13
H 2.5091 -2.3125 1.1027 0.10
H 3.5828 -3.8086 -0.5022 0.13
H 2.9780 -2.4177 -1.3796 0.11
H 1.9222 -5.2669 -1.3314 0.13
H 2.2728 -4.2457 -2.6949 0.12
H -0.1985 -4.4116 -1.0007 0.12
H -0.0534 -4.0686 -2.7097 0.12
H -0.8239 -2.0197 -1.5850 0.07
H 0.8483 -1.7828 -2.1017 0.11
H -0.7614 -0.7622 2.1764 0.10
H -0.9179 1.7740 1.7778 0.08
H 0.4743 1.9060 2.8598 0.12
H -2.2630 0.7182 3.4721 0.09
H -1.4286 2.0170 4.3011 0.12
H -1.1717 -0.9202 4.6942 0.11
H -0.8753 0.3688 5.8114 0.12
H 1.1999 -0.8475 5.3147 0.13
H 1.3204 0.8130 4.7618 0.12
H 1.1113 -1.7347 3.1578 0.12
H 2.1639 -0.3466 2.9046 0.11
N -6.5205 -2.0298 1.8883 0.35
C -5.4846 -1.5022 1.2507 -0.20
C -4.9785 -0.2184 1.5745 0.09
C -3.8990 0.2794 0.8966 -0.09
N -3.2712 -0.3962 -0.0823 -0.09
C -3.7656 -1.5939 -0.4404 -0.05
C -4.8278 -2.1803 0.1939 0.10
H -6.9947 -1.5249 2.6223 0.17
H -6.8881 -2.9381 1.6414 0.18
H -5.4422 0.3717 2.3487 0.15
H -3.5035 1.2593 1.1407 0.12
H -3.2916 -2.0911 -1.2770 0.14
H -5.1736 -3.1506 -0.1231 0.15
```

Output
* HOMO energy (alpha / beta): -16.35 / -17.09 eV
* 2S+1: 5
* DFT total energy: -3154.57137 Ha
* net charge: +3
* strongest force on any atom: 2.0 eV/A

---

CHN3O3S | wB97M-V/def2-TZVPD

Geometry as XYZ:
```
9
Properties=species:S:1:pos:R:3:lowdin_charge:R:1
N -0.0718 0.2433 0.2275 -0.29
S -1.4778 0.1840 0.6948 0.94
N -2.1778 -1.4870 -0.1060 -0.49
O -3.2736 -1.6777 0.4095 0.01
O -1.5847 -1.8776 -1.0472 0.08
N -2.4147 0.8080 -0.3533 -0.08
C -1.9018 1.9193 -0.1873 -0.53
O -1.5592 2.9415 -0.1848 0.33
H 0.1274 -0.4896 -0.4554 0.02
```

Output
* HOMO energy (alpha / beta): -10.12 / -10.12 eV
* SMILES string: N=[S@]1([N+](=O)[O-])=NC1=O
* 2S+1: 1
* DFT total energy: -826.63725 Ha
* net charge: 0
* strongest force on any atom: 9.7 eV/A
* ΔE to the lowest compared entry with this formula, charge and spin: 175.0 kcal/mol

---

C5H8O | wB97M-V/def2-TZVPD

Geometry as XYZ:
```
14
Properties=species:S:1:pos:R:3:lowdin_charge:R:1
O 0.0449 -1.1739 -1.2749 -0.10
C 1.1176 -0.7010 -0.4577 -0.26
C 0.9314 0.7851 -0.1507 -0.16
C -0.4655 1.0031 0.4124 -0.27
C -1.5920 0.1076 0.0298 -0.05
C -1.1540 -0.0526 1.2358 -0.02
H -0.4732 -1.8320 -0.7973 0.09
H 2.0136 -0.8964 -1.0467 0.11
H 1.2212 -1.2463 0.4934 0.12
H 1.6924 1.1366 0.5652 0.11
H 1.0770 1.3742 -1.0659 0.11
H -0.7415 2.0468 0.5818 0.11
H -2.3297 -0.0751 -0.7303 0.11
H -1.3420 -0.4761 2.2053 0.09
```

Output
* HOMO energy: -8.89 eV
* SMILES string: OCCC1C=C1
* 2S+1: 1
* DFT total energy: -270.43874 Ha
* net charge: 0
* strongest force on any atom: 0.6 eV/A
* ΔE to the lowest compared entry with this formula, charge and spin: 74.8 kcal/mol

---

C4H13N2 | wB97M-V/def2-TZVPD

Geometry as XYZ:
```
19
Properties=species:S:1:pos:R:3:lowdin_charge:R:1
C 0.4473 1.6900 1.6160 0.01
N 0.0083 1.1040 0.3069 0.01
C -1.2532 0.2248 0.2953 -0.12
C -1.0633 -0.6642 -0.9353 -0.16
C 0.2174 -1.6168 -0.8793 -0.22
N 1.4866 -0.9081 -0.9304 -0.02
H 0.8541 0.8923 2.2215 0.10
H 1.2866 2.3619 1.5466 0.10
H -0.4466 2.0707 2.0835 0.10
H -0.3624 1.8616 -0.2618 0.17
H 0.7939 0.5303 -0.0463 0.10
H -2.1546 0.8320 0.3626 0.13
H -1.3341 -0.5107 1.0957 0.13
H -1.9429 -1.3053 -1.0436 0.12
H -0.8940 -0.0156 -1.8068 0.12
H -0.0200 -2.2141 -0.0261 0.11
H 0.2411 -2.1483 -1.8368 0.13
H 2.0925 -1.2050 -1.6787 0.10
H 2.0434 -0.9794 -0.0832 0.09
```

Output
* HOMO energy: -13.93 eV
* SMILES string: C[NH2+]CCCN
* 2S+1: 1
* DFT total energy: -269.44810 Ha
* net charge: +1
* strongest force on any atom: 2.4 eV/A
* ΔE to the lowest compared entry with this formula, charge and spin: 33.0 kcal/mol

---

C5H33NO13 | wB97M-V/def2-TZVPD

Geometry as XYZ:
```
52
Properties=species:S:1:pos:R:3:lowdin_charge:R:1
O 3.7760 -1.2853 -1.4209 0.01
C 3.4247 -0.2881 -0.8244 -0.29
C 3.6168 0.0068 0.6083 -0.07
C 2.0356 0.1033 1.0002 -0.18
C 1.5382 1.4024 1.3701 -0.14
C 0.3121 1.6018 1.6668 -0.24
N -0.1480 2.7922 2.2480 0.04
H 2.8522 0.4303 -1.4526 0.12
H 4.0178 0.9960 0.9036 0.12
H 4.1153 -0.8003 1.1314 0.12
H 1.8782 -0.6924 1.6933 0.09
H 1.5693 -0.3838 0.1477 0.07
H 2.3291 2.2025 1.3717 0.13
H -0.4783 0.7537 1.8096 0.15
H -0.9222 3.2295 1.8022 0.05
H 0.6452 3.4520 2.1264 0.10
H -1.1168 1.8377 -2.1530 0.02
H -1.2761 0.6304 -3.0485 0.03
O -0.7919 1.4549 -2.9812 -0.06
H -2.8495 -0.0395 -1.7313 0.04
H -3.7446 0.2574 -2.9265 0.04
O -3.0602 0.6672 -2.4412 -0.09
H -2.7450 3.6671 -1.2736 0.14
H -2.7773 2.0538 -1.0936 -0.08
O -2.3236 2.7996 -0.9134 -0.06
H 0.7734 -2.5926 2.3156 0.01
H 0.2756 -1.4941 3.0356 -0.02
O 0.6303 -2.3594 3.2474 -0.07
H 2.3829 -4.0606 -1.9922 0.05
H 2.9548 -2.8406 -1.1865 0.03
O 2.2678 -3.5697 -1.1782 -0.07
H -3.2954 -2.1415 1.8320 0.09
H -3.5245 -0.5866 1.8868 -0.06
O -3.5586 -1.3126 1.4062 0.00
H 1.6927 -1.4474 -3.0256 0.08
H 0.8514 -0.2991 -2.4366 0.00
O 1.1270 -1.2003 -2.2622 -0.07
H -0.7946 -0.6140 4.8591 0.02
H -0.4077 0.7861 4.3270 -0.02
O -0.5737 -0.0728 4.1651 0.03
H 2.0556 1.4752 -4.2470 0.00
H 0.9853 1.5077 -3.3350 -0.01
O 1.8723 1.1797 -3.4206 -0.01
H 0.5247 -1.7322 -0.2108 -0.08
H 0.5768 -3.2143 -0.3210 0.06
O 0.0240 -2.4454 -0.0054 -0.04
H -4.0507 1.7421 1.4344 -0.04
H -2.7234 1.9823 0.9487 0.12
O -3.5236 1.2614 0.9364 -0.03
H -1.5332 -1.9217 -1.3108 0.06
H -2.4982 -1.3943 -0.0362 0.05
O -2.3882 -1.4842 -1.0457 -0.11
```

Output
* HOMO energy: -8.84 eV
* 2S+1: 1
* DFT total energy: -1243.05269 Ha
* net charge: 0
* strongest force on any atom: 7.7 eV/A
* ΔE to the lowest compared entry with this formula, charge and spin: 135.8 kcal/mol